C48H91BF3N3O15PS2 | ωB97M-V/def2-TZVPD

Atoms and positions in Å:
C1 6.540 1.620 3.472
C2 5.490 0.395 3.599
P1 4.430 0.107 2.017
N1 4.021 -1.478 2.746
S1 2.789 1.219 2.915
O1 3.286 2.496 3.549
O2 1.815 1.559 1.796
C3 1.796 0.280 4.192
F1 2.491 -0.024 5.396
F2 1.200 -0.920 3.734
F3 0.697 1.144 4.566
O3 3.502 -0.079 0.566
C4 4.057 -0.972 -0.471
C5 3.269 -2.390 -0.408
C6 1.732 -2.291 -0.851
C7 0.770 -1.556 0.206
C8 -0.755 -1.735 -0.320
C9 -1.847 -1.184 0.737
C10 -2.834 -0.170 -0.051
C11 -4.226 0.113 0.748
C12 -5.429 -0.429 -0.181
O4 -6.563 -0.704 0.691
C13 -7.345 0.504 0.938
C14 3.783 -0.096 -1.798
C15 3.883 -0.908 -3.180
C16 5.368 -1.279 -3.655
C17 6.227 -0.058 -4.248
N2 5.458 1.195 -4.504
C18 4.488 1.588 -5.525
C19 4.097 3.078 -5.211
C20 4.906 3.588 -3.969
C21 5.713 2.313 -3.623
C22 5.650 -1.015 -0.058
N3 6.620 -0.237 -0.918
C23 6.912 0.905 -0.367
S2 7.052 2.553 -0.104
B1 6.381 -2.469 0.071
O5 6.326 -3.522 -0.928
O6 7.121 -2.791 1.288
C24 8.501 -2.300 1.196
O7 5.911 -0.433 1.274
H1 7.274 1.455 2.615
H2 6.040 2.655 3.468
H3 7.178 1.589 4.443
H4 4.876 0.598 4.547
H5 6.139 -0.539 3.826
H6 4.851 1.417 1.530
H7 4.741 -2.191 2.562
H8 4.086 -1.319 3.773
H9 3.791 -3.056 -1.205
H10 3.416 -2.938 0.588
H11 1.551 -1.822 -1.878
H12 1.348 -3.384 -0.932
H13 0.987 -0.422 0.113
H14 0.925 -1.902 1.285
H15 -0.963 -2.804 -0.687
H16 -0.837 -1.041 -1.247
H17 -1.348 -0.662 1.628
H18 -2.502 -2.079 1.051
H19 -2.256 0.807 -0.264
H20 -3.072 -0.680 -1.059
H21 -4.311 1.241 0.953
H22 -4.205 -0.507 1.723
H23 -5.159 -1.407 -0.738
H24 -5.699 0.346 -0.994
H25 -6.923 1.105 1.824
H26 -8.426 0.147 1.138
H27 -7.414 1.193 0.019
H28 2.683 0.260 -1.710
H29 4.421 0.849 -1.747
H30 3.306 -1.911 -3.112
H31 3.302 -0.295 -3.971
H32 5.251 -2.050 -4.515
H33 5.946 -1.826 -2.833
H34 7.116 0.149 -3.563
H35 6.650 -0.399 -5.271
H36 4.104 0.927 -6.367
H37 3.344 3.742 -5.778
H38 4.940 4.588 -3.434
H39 6.486 2.101 -2.807
H40 6.782 -4.305 -0.525
H41 8.757 -1.901 2.250
H42 8.531 -1.401 0.488
H43 9.237 -3.134 0.935
C25 3.352 7.094 -1.221
C26 2.524 5.887 -1.577
O8 2.184 5.670 -2.726
C27 2.134 4.960 -0.457
H44 3.559 7.671 -2.126
H45 2.805 7.727 -0.520
H46 4.302 6.777 -0.784
H47 1.532 5.498 0.279
H48 3.029 4.548 0.015
H49 1.540 4.136 -0.859
C28 -5.509 -4.732 0.650
C29 -4.563 -4.849 -0.516
O9 -4.045 -3.865 -1.010
C30 -4.283 -6.230 -1.047
H50 -5.616 -3.680 0.925
H51 -6.490 -5.123 0.373
H52 -5.111 -5.279 1.508
H53 -5.210 -6.688 -1.399
H54 -3.831 -6.844 -0.265
H55 -3.586 -6.161 -1.885
C31 -11.574 1.425 -1.281
C32 -11.422 1.208 0.201
O10 -10.353 1.379 0.757
C33 -12.643 0.772 0.964
H56 -10.614 1.736 -1.702
H57 -11.882 0.495 -1.763
H58 -12.309 2.211 -1.469
H59 -12.998 -0.187 0.580
H60 -13.426 1.529 0.876
H61 -12.388 0.654 2.020
C34 7.553 2.436 -8.019
C35 7.845 0.968 -7.867
O11 7.001 0.125 -8.114
C36 9.222 0.583 -7.396
H62 6.525 2.565 -8.364
H63 7.665 2.938 -7.056
H64 8.228 2.875 -8.757
H65 9.408 1.005 -6.406
H66 9.971 0.939 -8.107
H67 9.291 -0.505 -7.331
C37 -10.911 -2.645 -2.507
C38 -12.219 -2.801 -1.779
O12 -12.359 -2.400 -0.637
C39 -13.348 -3.470 -2.517
H68 -10.191 -2.147 -1.854
H69 -10.517 -3.627 -2.777
H70 -11.053 -2.035 -3.401
H71 -13.062 -4.489 -2.788
H72 -13.599 -2.897 -3.412
H73 -14.228 -3.513 -1.870
C40 -9.999 0.091 -6.970
C41 -9.390 -1.016 -6.151
O13 -10.085 -1.847 -5.594
C42 -7.889 -1.055 -6.046
H74 -11.087 -0.006 -6.957
H75 -9.729 1.060 -6.546
H76 -9.654 0.021 -8.004
H77 -7.524 -0.136 -5.581
H78 -7.450 -1.176 -7.039
H79 -7.591 -1.903 -5.426
C43 4.118 2.213 7.712
C44 5.241 1.777 8.615
O14 6.322 2.340 8.598
C45 4.977 0.618 9.541
H80 4.451 3.056 7.102
H81 3.833 1.393 7.049
H82 3.264 2.530 8.310
H83 4.732 -0.274 8.959
H84 4.159 0.862 10.222
H85 5.876 0.416 10.130
C46 0.300 0.892 8.874
C47 1.098 1.300 10.082
O15 2.313 1.383 10.039
C48 0.339 1.602 11.347
H86 0.977 0.706 8.037
H87 -0.254 -0.026 9.087
H88 -0.389 1.693 8.595
H89 -0.213 0.716 11.670
H90 -0.348 2.435 11.178
H91 1.042 1.882 12.134

Its highest occupied orbital energy is -5.551 eV. Its multiplicity is 1. The charge is -1. The calculation puts the gap between HOMO and LUMO at 7.0 eV. The calculation puts the LUMO energy at 0.054 Eh. The value obtained for the energy is -4638.369342 Eh.